Entry a
This record from the Open Molecules 2025 dataset describes one molecule with the formula C4H9NO2S. The level of theory is wB97M-V/def2-TZVPD.

Last column: natural (NBO) charge in e.
Geometry (Å):
C1 -1.551 -0.089 -0.204  -0.62
C2 -0.096 0.109 -0.591  -0.31
C3 0.441 1.427 -0.048  -0.07
O1 1.837 1.385 -0.276  -0.69
S1 2.502 -0.090 -0.068  2.15
N1 3.076 -0.160 1.359  -1.16
O2 3.190 -0.476 -1.238  -0.91
C4 0.657 -1.025 0.070  -0.56
H1 -2.091 -0.801 -0.940  0.23
H2 -2.195 0.800 -0.355  0.21
H3 -1.684 -0.374 0.912  0.21
H4 -0.026 0.272 -1.731  0.23
H5 -0.106 2.187 -0.609  0.22
H6 0.439 1.399 1.089  0.19
H7 3.512 -1.030 1.516  0.38
H8 0.468 -1.074 1.166  0.24
H9 0.859 -1.961 -0.574  0.25

The value obtained for the HOMO energy is -9.226 eV. Its multiplicity is 1. The HOMO-LUMO gap comes out at 9.998 eV.

Entry b
This record from the Open Molecules 2025 dataset describes a 2-piece molecular cluster, C4H9NO2S overall. The level of theory is wB97M-V/def2-TZVPD.

Last column: natural (NBO) charge in e.
Geometry (Å):
O1 -2.113 0.977 0.244  -0.55
C1 -1.024 0.309 -0.107  0.24
N1 0.092 1.051 -0.372  -0.48
C2 0.997 0.481 -1.406  0.06
O2 0.452 -0.487 -2.096  -0.69
C3 -0.504 -1.022 0.932  -0.20
C4 -1.216 -1.324 -0.258  -0.36
S1 1.844 0.804 2.234  -0.76
H1 0.570 1.416 0.456  0.45
H2 1.178 1.394 -2.036  0.22
H3 1.951 0.209 -0.908  0.24
H4 -1.824 0.589 -1.010  0.57
H5 -1.084 -0.914 1.824  0.24
H6 0.583 -0.919 1.062  0.30
H7 -0.675 -1.726 -1.113  0.32
H8 -2.285 -1.448 -0.209  0.25
H9 3.059 0.610 2.762  0.14

The value obtained for the HOMO energy is -7.863 eV. Its multiplicity is 1. The HOMO-LUMO gap comes out at 3.996 eV.

Entry c
This record from the Open Molecules 2025 dataset describes one molecule with the formula C4H9NO2S. The level of theory is wB97M-V/def2-TZVPD.

Last column: natural (NBO) charge in e.
Geometry (Å):
C1 -0.253 2.225 -1.039  -0.64
C2 -0.325 0.711 -1.412  -0.24
N1 0.075 -0.225 -0.428  -0.12
O1 1.317 -0.926 -0.477  -0.54
C3 -0.658 -0.726 0.508  0.07
S1 -2.248 -0.389 0.671  -0.19
C4 -0.118 -1.786 1.328  -0.14
O2 1.241 -1.303 1.727  -0.76
H1 0.856 2.370 -1.125  0.21
H2 -0.617 2.893 -1.913  0.23
H3 -0.709 2.314 0.033  0.24
H4 -1.339 0.517 -1.712  0.23
H5 0.323 0.461 -2.206  0.22
H6 1.702 -0.312 0.294  0.51
H7 -0.604 -2.133 2.292  0.23
H8 0.245 -2.634 0.692  0.23
H9 1.112 -1.058 2.767  0.47

The value obtained for the HOMO energy is -8.267 eV. Its multiplicity is 1. The HOMO-LUMO gap comes out at 8.692 eV.

Entry d
This record from the Open Molecules 2025 dataset describes one molecule with the formula C4H9NO2S. The level of theory is wB97M-V/def2-TZVPD.

Last column: natural (NBO) charge in e.
Geometry (Å):
C1 -0.364 2.219 0.711  -0.30
O1 -0.625 1.250 -0.365  -0.55
C2 -0.425 -0.082 0.032  -0.07
C3 -1.491 -1.059 -0.585  -0.24
N1 -2.893 -0.453 -0.039  -0.88
C4 0.920 -0.600 0.177  0.24
O2 0.899 -1.739 0.935  -0.67
S1 2.213 0.203 -0.533  -0.10
H1 -1.388 2.064 1.407  0.20
H2 0.643 1.868 1.469  0.20
H3 -0.217 3.341 0.112  0.23
H4 -0.953 -0.365 1.065  0.24
H5 -1.143 -2.125 -0.321  0.23
H6 -1.276 -1.028 -1.721  0.19
H7 -2.874 0.478 -0.639  0.39
H8 -3.738 -1.139 -0.200  0.39
H9 1.743 -2.134 1.059  0.50

The value obtained for the HOMO energy is -8.872 eV. Its multiplicity is 1. The HOMO-LUMO gap comes out at 9.008 eV.

Tell me which of them is the least stable. Sure, it is entry b.

Entry a
This record from the Open Molecules 2025 dataset describes one molecule with the formula C4H9NO2S. The level of theory is wB97M-V/def2-TZVPD.

Last column: natural (NBO) charge in e.
Geometry (Å):
C1 1.585 0.864 -0.480  -0.47
C2 0.854 1.131 0.812  -0.23
C3 1.515 -0.654 -0.683  -0.10
C4 -2.352 -1.122 0.206  -0.82
N1 -0.227 -0.202 0.717  -0.29
O1 -2.076 1.416 -0.225  -0.96
O2 0.528 -1.209 0.198  -0.39
S1 -1.410 0.222 -0.619  1.34
H1 1.054 1.287 -1.228  0.21
H2 2.500 1.372 -0.413  0.23
H3 1.412 1.030 1.659  0.19
H4 0.379 2.067 1.008  0.23
H5 1.287 -1.044 -1.631  0.19
H6 2.545 -0.966 -0.563  0.19
H7 -3.351 -1.204 -0.146  0.22
H8 -2.377 -0.873 1.219  0.24
H9 -1.865 -2.115 0.170  0.24

The value obtained for the HOMO energy is -8.792 eV. Its multiplicity is 1. The HOMO-LUMO gap comes out at 9.605 eV.

Entry b
This record from the Open Molecules 2025 dataset describes one molecule with the formula C4H9NO2S. The level of theory is wB97M-V/def2-TZVPD.

Last column: natural (NBO) charge in e.
Geometry (Å):
C1 -1.193 2.169 0.269  -0.75
S1 -1.473 0.341 0.449  0.20
C2 0.109 -0.431 -0.074  -0.06
C3 0.148 -0.891 -1.593  -0.63
N1 -0.019 -1.997 0.867  -0.89
C4 1.377 0.329 0.322  0.74
O1 1.678 1.277 -0.349  -0.58
O2 2.088 -0.056 1.383  -0.65
H1 -1.950 2.512 -0.458  0.22
H2 -0.152 2.260 -0.144  0.27
H3 -1.352 2.732 1.193  0.23
H4 0.251 0.022 -2.055  0.23
H5 -0.828 -1.495 -1.828  0.22
H6 0.983 -1.558 -1.872  0.23
H7 -0.514 -2.664 0.390  0.35
H8 -0.672 -1.742 1.665  0.36
H9 1.521 -0.809 1.836  0.52

The value obtained for the HOMO energy is -9.104 eV. Its multiplicity is 1. The HOMO-LUMO gap comes out at 9.757 eV.

Tell me which of them is the least stable. Sure, it is entry a.

Entry a
This record from the Open Molecules 2025 dataset describes a 2-piece molecular cluster, C9H15N2 overall. The level of theory is wB97M-V/def2-TZVPD.

Last column: natural (NBO) charge in e.
Geometry (Å):
C1 1.630 0.026 -0.075  0.27
C2 0.514 -0.031 -0.959  -0.09
C3 1.565 -1.083 0.830  -0.09
C4 -0.340 -1.067 -0.590  0.17
C5 0.199 -1.638 0.669  -0.52
C6 2.520 -1.519 1.729  -0.16
C7 -3.093 0.708 0.678  0.31
C8 2.773 0.980 -0.105  -0.67
C9 0.172 0.835 -2.108  -0.66
N1 -1.834 0.881 0.624  -0.77
N2 -3.818 0.482 -0.458  -0.81
H1 0.029 -2.619 0.873  0.26
H2 -0.412 -1.095 1.507  0.29
H3 2.276 -2.271 2.407  0.22
H4 3.444 -1.069 1.795  0.21
H5 2.373 1.715 0.488  0.26
H6 3.005 1.368 -1.112  0.26
H7 3.620 0.581 0.420  0.24
H8 0.456 1.882 -1.903  0.24
H9 -0.960 0.855 -2.135  0.24
H10 0.558 0.354 -3.137  0.26
H11 -1.435 1.120 1.481  0.35
H12 -1.284 -1.396 -0.971  0.24
H13 -3.638 0.785 1.644  0.17
H14 -4.784 0.297 -0.297  0.40
H15 -3.535 0.918 -1.298  0.40

As for the net charge: +1. The value obtained for the HOMO energy is -12.809 eV. Its multiplicity is 1. The HOMO-LUMO gap comes out at 7.294 eV.

Entry b
This record from the Open Molecules 2025 dataset describes an isolated ion of composition C9H15N2 and charge +1. The level of theory is wB97M-V/def2-TZVPD.

Last column: natural (NBO) charge in e.
Geometry (Å):
C1 -1.175 1.602 -1.002  -0.59
C2 -1.367 0.281 -0.392  -0.14
C3 -2.534 0.237 0.489  -0.63
C4 -1.302 -0.898 -1.308  -0.33
C5 -0.201 -0.547 0.101  0.13
N1 -0.551 -1.617 1.122  -0.70
C6 1.205 -0.158 0.055  -0.13
C7 2.047 -0.230 1.170  -0.38
C8 3.284 0.166 0.806  -0.02
N2 3.232 0.519 -0.483  -0.47
C9 2.023 0.267 -0.978  -0.05
H1 -2.080 1.796 -1.684  0.23
H2 -0.329 1.725 -1.548  0.22
H3 -1.227 2.385 -0.252  0.23
H4 -2.155 0.511 1.600  0.20
H5 -3.197 -0.688 0.478  0.23
H6 -3.216 1.143 0.200  0.27
H7 -0.929 -0.809 -2.300  0.24
H8 -1.873 -1.873 -0.987  0.21
H9 -1.428 -1.444 1.573  0.45
H10 0.180 -1.358 1.870  0.46
H11 -0.376 -2.520 0.733  0.45
H12 1.976 -0.530 2.188  0.23
H13 4.318 0.280 1.375  0.24
H14 3.885 1.130 -0.830  0.42
H15 1.790 0.629 -1.998  0.23

As for the net charge: +1. The value obtained for the HOMO energy is -11.808 eV. Its multiplicity is 1. The HOMO-LUMO gap comes out at 8.785 eV.

Tell me which of them is the least stable. Sure, it is entry b.

Entry a
This record from the Open Molecules 2025 dataset describes one molecule with the formula C7H5F3N2O. The level of theory is wB97M-V/def2-TZVPD.

Last column: natural (NBO) charge in e.
Geometry (Å):
O1 1.933 1.798 -0.245  -0.56
C1 1.912 0.530 -0.141  0.59
N1 0.972 -0.346 0.213  -0.59
C2 -0.309 -0.106 0.003  0.34
C3 -0.955 1.149 0.151  -0.27
C4 -2.356 1.031 0.060  -0.15
C5 -3.039 -0.170 0.115  -0.26
C6 -2.350 -1.311 -0.163  0.05
N2 -0.995 -1.224 -0.183  -0.46
C7 3.296 -0.239 0.059  0.90
F1 3.929 0.035 1.161  -0.28
F2 3.159 -1.673 -0.091  -0.36
F3 4.051 0.226 -0.982  -0.32
H1 1.172 -1.389 0.078  0.46
H2 -0.472 2.090 0.054  0.25
H3 -2.845 1.978 0.007  0.22
H4 -4.207 -0.191 0.232  0.22
H5 -2.896 -2.190 -0.327  0.20

The value obtained for the HOMO energy is -9.572 eV. Its multiplicity is 1. The HOMO-LUMO gap comes out at 9.734 eV.

Entry b
This record from the Open Molecules 2025 dataset describes one molecule with the formula C7H5F3N2O. The level of theory is wB97M-V/def2-TZVPD.

Last column: natural (NBO) charge in e.
Geometry (Å):
O1 0.977 -0.842 -2.133  -0.57
C1 1.007 0.426 -1.607  0.52
N1 0.208 0.858 -0.670  -0.53
C2 -0.142 0.023 0.325  0.32
C3 -0.196 -1.335 0.389  -0.28
C4 -0.811 -1.900 1.564  -0.14
C5 -1.551 -1.122 2.541  -0.27
C6 -1.529 0.184 2.250  0.04
N2 -0.880 0.694 1.212  -0.46
C7 1.593 1.401 -2.592  0.92
F1 1.878 0.754 -3.794  -0.29
F2 0.777 2.633 -2.870  -0.35
F3 2.896 1.710 -2.131  -0.32
H1 0.107 1.808 -0.555  0.44
H2 0.504 -1.775 -0.319  0.27
H3 -0.758 -3.015 1.960  0.24
H4 -1.962 -1.437 3.586  0.24
H5 -2.117 0.935 2.842  0.20

The value obtained for the HOMO energy is -9.831 eV. Its multiplicity is 1. The HOMO-LUMO gap comes out at 9.274 eV.

Tell me which of them is the least stable. Sure, it is entry b.